This record from the Open Molecules 2025 dataset describes a cluster of 5 separate species, C4H16BrO4 in total. The level of theory is ωB97M-V/def2-TZVPD.

```
! wB97M-V def2-TZVPD RIJCOSX def2/J DEFGRID3
* xyz -1 1
H -4.03 -2.95 -0.74
H 1.49 0.73 -3.10
H 2.73 -0.52 4.22
H -3.40 1.10 -0.93
Br 0.78 -1.30 0.46
H -2.38 2.28 -1.66
H -4.47 -1.80 0.35
C -2.37 1.46 -0.95
C -3.60 -2.08 -0.24
H 2.33 0.62 -0.91
O 2.82 1.18 -1.51
O 3.10 0.68 2.50
O -2.52 -2.55 0.67
H 2.48 0.33 1.85
H 0.98 2.12 -2.12
H 4.50 -0.33 3.82
H 2.35 2.21 -3.18
H -0.99 -0.01 -0.66
C 1.84 1.55 -2.48
H -1.75 -2.00 0.50
H 3.58 -1.40 3.03
H -2.28 1.90 0.05
O -1.32 0.57 -1.35
C 3.49 -0.39 3.44
H -3.38 -1.40 -1.06
*
```

Values from the calculation:
Electronic energy, eV: -82640.910
Strongest force on any atom, eV/A: 2.55
LUMO energy, eV: 3.41
Relative energy (zero: lowest compared OMol25 entry of this formula, charge and spin), kJ/mol: 89.1
Kohn-Sham gap, eV: 8.449

***

This record from the Open Molecules 2025 dataset describes a structure of composition C35H45IrN5P2SSi2. The level of theory is ωB97M-V/def2-TZVPD.

```
! wB97M-V def2-TZVPD RIJCOSX def2/J DEFGRID3
* xyz 2 2
H -2.52 -2.60 1.88
H -3.04 0.32 1.90
H 5.10 3.14 -3.41
N 0.19 -2.49 1.55
H 0.11 -4.95 -1.92
Ir 0.18 -1.03 0.07
H -4.64 -0.27 -1.72
P 1.69 1.11 -0.60
C 3.81 3.10 2.92
H -3.67 -3.72 1.14
C -2.07 1.20 -2.24
H 2.88 -3.34 0.06
H -1.91 -5.25 -0.49
H -4.41 4.19 3.12
C 2.58 3.57 2.48
C 3.74 1.36 1.26
C -2.64 3.33 0.37
H 4.19 0.48 0.80
N 0.77 -2.59 3.81
C -2.83 -2.95 -1.76
C 4.39 1.99 2.31
H -3.58 2.71 -1.93
C -0.93 -5.56 -0.11
H 3.36 -2.06 -4.01
C 0.04 0.86 -0.13
H -1.09 -6.47 0.47
H 0.27 2.17 -2.98
H -3.38 5.20 1.11
H 3.42 -3.98 -1.49
C 0.34 -3.14 2.68
H 1.13 3.25 -5.01
H -4.96 -0.05 0.01
H -5.58 -1.46 -0.84
C 4.04 2.92 -3.32
H 5.16 -1.31 -0.23
C -3.78 2.20 2.64
C -3.05 2.09 -2.65
C -3.12 1.39 1.73
N -1.83 -0.68 -0.22
P -1.66 0.88 -0.53
Si 3.11 -1.54 -1.62
C -3.88 3.56 2.41
C 2.75 -3.26 -1.02
C 1.93 2.95 1.43
N -0.25 -3.24 0.50
C -3.31 4.13 1.28
H 1.69 -1.63 -3.63
H -0.34 -6.66 -1.87
H 0.87 -3.13 4.65
C 1.33 2.37 -3.07
H 5.50 -1.76 -1.89
H -1.31 -0.19 -5.25
C -2.78 1.35 -4.92
C -3.42 -2.66 1.27
H -3.48 -3.82 -1.74
H -3.06 1.41 -5.96
H 4.25 2.12 -1.35
S -0.09 -4.80 2.48
H 5.34 1.62 2.66
C -1.45 0.37 -3.19
C -2.56 1.95 0.57
H 0.98 -1.61 3.85
H 4.32 3.59 3.73
C 1.81 2.97 -4.22
H -4.17 2.86 -4.31
C 4.88 -1.12 -1.27
Si -3.21 -1.78 -0.37
H -4.21 1.76 3.53
N 1.97 -0.48 -0.74
H -4.24 -2.22 1.85
C 0.03 -5.83 -1.27
H 0.97 3.32 1.09
H -2.17 3.79 -0.50
C -0.44 -4.48 0.80
C -4.73 -0.79 -0.76
H 3.54 3.70 -5.25
H 2.92 -0.37 -3.79
C 3.57 2.33 -2.16
H 1.73 -3.55 -1.28
C 2.52 1.84 0.81
C 3.17 3.23 -4.35
H -2.97 -2.45 -2.73
C 2.21 2.02 -2.05
H 1.03 -6.08 -0.92
C -3.40 2.17 -3.99
H 2.12 4.43 2.97
C -1.80 0.45 -4.52
H -0.69 -0.34 -2.87
H 5.14 -0.09 -1.51
H -1.79 -3.29 -1.71
C 2.73 -1.38 -3.43
*
```

Values from the calculation:
Electronic energy, eV: -92472.179
Strongest force on any atom, eV/A: 2.77
LUMO energy (alpha / beta), eV: -6.72 / -6.63
Relative energy (zero: lowest compared OMol25 entry of this formula, charge and spin), kJ/mol: 0.0
Kohn-Sham gap (alpha / beta), eV: 6.876 / 6.886
⟨S²⟩: 0.9218

***

This record from the Open Molecules 2025 dataset describes a structure of composition C18H33ClNO6PPtSi. The level of theory is ωB97M-V/def2-TZVPD.

```
! wB97M-V def2-TZVPD RIJCOSX def2/J DEFGRID3
* xyz 0 1
P 0.71 3.55 -0.03
Cl 0.00 -2.25 0.49
H 0.56 6.77 -0.31
O 1.95 0.46 -1.66
H -1.03 6.60 2.10
H -2.60 1.72 4.87
H 0.80 4.12 4.23
H -1.60 4.38 -2.22
C 0.65 5.34 -3.46
H 1.74 5.36 -3.57
H 0.44 7.57 -1.88
C -1.24 5.33 -1.82
C 0.24 0.69 2.13
C -0.08 4.67 2.36
H -2.14 4.32 1.82
H 0.71 0.01 7.12
H 1.43 1.21 6.04
H 1.64 -0.50 5.70
C 0.27 5.44 -1.99
C 2.72 -0.24 -0.97
N 2.39 -0.39 0.31
C 0.83 6.70 -1.36
Pt 0.87 0.90 0.33
H 0.23 6.19 -4.01
H 3.83 -1.65 -2.14
H 0.69 6.68 2.55
C -0.25 6.14 2.71
C -0.11 0.57 3.28
O 3.37 -1.23 2.23
C -1.47 -1.39 5.09
C 4.36 -1.61 0.02
C -0.40 -0.65 -0.15
H -1.28 2.86 2.34
H -1.76 4.07 3.54
O 0.29 4.71 0.93
H -1.24 2.59 5.59
C 1.04 4.04 3.17
H 0.27 4.42 -3.89
O 0.91 4.26 -1.40
C -1.76 1.63 5.56
H -1.81 -1.62 6.10
Si -0.61 0.26 5.02
H -1.40 -0.39 0.18
H 4.25 -2.70 -0.01
H 1.98 4.55 2.98
H -0.80 -2.19 4.76
O 1.97 2.79 0.35
H -1.52 5.39 -0.76
H 1.92 6.70 -1.45
C 3.35 -1.08 1.05
O -0.41 2.47 -0.12
C 0.93 0.24 6.08
H 5.37 -1.39 0.36
H 1.16 2.98 2.93
H -1.73 6.14 -2.35
H -0.53 6.24 3.76
H -0.37 -0.70 -1.23
H -2.16 1.43 6.56
H 4.72 -0.21 -1.65
C 3.99 -0.95 -1.32
H -2.34 -1.40 4.43
C -1.40 3.93 2.52
*
```

Values from the calculation:
Electronic energy, eV: -65916.018
Strongest force on any atom, eV/A: 1.43
LUMO energy, eV: 0.15
Relative energy (zero: lowest compared OMol25 entry of this formula, charge and spin), kJ/mol: 0.0
Kohn-Sham gap, eV: 9.281

***

This record from the Open Molecules 2025 dataset describes a cluster of 2 separate species, C4H8N2O2 in total. The level of theory is ωB97M-V/def2-TZVPD.

```
! wB97M-V def2-TZVPD RIJCOSX def2/J DEFGRID3
* xyz 0 1
N -0.65 -0.60 0.80
H 1.23 2.05 -1.51
O 1.52 0.01 0.46
H -1.69 -0.60 -1.37
C 0.36 -0.11 0.02
H -1.63 -0.14 0.91
H 1.38 -0.68 1.88
H -1.26 -1.44 2.63
H 0.67 1.39 -3.08
H -2.16 0.29 2.21
C -0.43 -1.04 2.07
C 1.03 1.14 -2.08
O 0.76 -1.15 2.54
H 1.97 0.60 -2.15
C -0.01 0.30 -1.38
N -1.09 -0.01 -1.96
*
```

Values from the calculation:
Electronic energy, eV: -11348.959
Strongest force on any atom, eV/A: 0.76
LUMO energy (alpha / beta), eV: -0.98 / -0.98
Relative energy (zero: lowest compared OMol25 entry of this formula, charge and spin), kJ/mol: 497.2
Kohn-Sham gap (alpha / beta), eV: 6.694 / 6.700

***

This record from the Open Molecules 2025 dataset describes a structure of composition C17H13BrCeN2O6S5Sb. The level of theory is ωB97M-V/def2-TZVPD.

```
! wB97M-V def2-TZVPD RIJCOSX def2/J DEFGRID3
* xyz 0 2
C 1.40 1.54 -3.58
C -3.05 -2.22 0.71
C 1.58 -0.89 -3.74
O 2.88 -2.37 1.66
H -3.37 -4.13 -0.28
O -0.98 -1.08 0.15
O -0.83 -3.05 1.25
N 1.40 1.07 0.61
H 1.29 2.50 -1.87
H 1.70 -1.85 -3.18
C -1.57 -2.14 0.68
O 1.28 2.65 -2.87
Sb 4.16 -2.75 4.13
C 1.55 2.13 1.42
S 0.69 2.11 2.92
C 1.61 4.63 2.16
O 2.00 -0.94 -0.87
H 2.50 5.23 2.44
H 1.06 2.52 -5.45
Br -5.92 0.20 2.35
C 1.23 1.56 -4.98
S 2.21 3.62 0.84
S 1.91 -0.82 4.76
S 5.86 -3.84 2.90
C -3.82 -3.29 0.21
Ce 1.03 -1.23 1.41
H 1.60 3.77 4.23
C -3.68 -1.17 1.30
C 1.56 0.28 -2.93
C 1.22 -0.86 -5.10
H 0.07 4.25 3.60
H -5.80 -4.05 -0.18
H 1.05 0.47 -6.80
C 1.18 0.39 -5.71
C -5.88 -2.19 0.90
C -5.20 -3.26 0.25
H -3.00 -0.39 1.62
C -5.07 -1.11 1.38
C 1.02 3.82 3.35
H -6.94 -2.11 1.09
O 1.00 -0.63 3.29
H 1.02 -1.82 -5.60
H 0.96 5.40 1.77
N 1.32 1.29 -0.77
S 4.12 -1.41 1.96
C 1.65 0.16 -1.44
*
```

Values from the calculation:
Electronic energy, eV: -176788.816
Strongest force on any atom, eV/A: 3.24
LUMO energy (alpha / beta), eV: -2.59 / -3.17
Relative energy (zero: lowest compared OMol25 entry of this formula, charge and spin), kJ/mol: 167.6
Kohn-Sham gap (alpha / beta), eV: 5.235 / 4.653
⟨S²⟩: 0.7743

***

This record from the Open Molecules 2025 dataset describes a structure of composition C5H7N3. The level of theory is ωB97M-V/def2-TZVPD.

```
! wB97M-V def2-TZVPD RIJCOSX def2/J DEFGRID3
* xyz 0 1
C -2.31 -1.12 0.76
H -3.51 -1.41 0.89
H 2.15 -2.01 1.15
C 0.38 0.35 -0.33
H -1.75 -2.28 1.14
N -0.92 0.67 -0.50
N -1.81 -0.64 -0.65
H -1.90 0.05 1.29
C 1.73 -1.19 0.89
H -2.54 -0.39 -1.05
C 0.82 -1.07 -0.07
C 1.21 1.49 -0.13
H 2.13 -0.49 1.89
H 0.30 -1.91 -0.66
N 1.90 2.49 -0.47
*
```

Values from the calculation:
Electronic energy, eV: -9760.373
Strongest force on any atom, eV/A: 11.51
LUMO energy, eV: -0.76
Relative energy (zero: lowest compared OMol25 entry of this formula, charge and spin), kJ/mol: 869.8
Kohn-Sham gap, eV: 8.837